1.
Molecular formula: C12H28F6N3O7S2Ti
Method: DFT, the ωB97M-V functional and the def2-TZVPD basis

```
! wB97M-V def2-TZVPD RIJCOSX def2/J DEFGRID3
* xyz 0 4
Ti -0.124 0.414 -0.415
C -1.526 -1.999 -3.331
F -1.718 -3.154 -2.696
F -0.236 -1.697 -3.216
F -1.856 -2.160 -4.591
S -2.624 -0.694 -2.531
O -2.177 0.520 -3.165
O -3.975 -1.119 -2.817
N -2.036 -0.610 -0.792
S -3.324 -1.024 -0.051
O -4.420 -0.103 -0.138
O -3.628 -2.438 -0.136
C -2.762 -0.871 1.761
F -1.575 -1.480 1.902
F -2.631 0.401 2.160
F -3.647 -1.446 2.547
C 1.417 3.899 -2.934
C 0.692 2.945 -1.954
C -0.626 3.578 -1.521
O -1.005 2.861 -0.349
C -2.374 3.125 -0.078
N 0.544 1.590 -2.509
H 0.856 3.964 -3.871
H 2.389 3.508 -3.243
H 1.554 4.859 -2.439
H 1.314 2.904 -1.050
H -1.295 3.467 -2.381
H -0.425 4.621 -1.276
H -3.063 2.600 -0.750
H -2.669 4.173 -0.184
H -2.677 2.798 0.916
H 1.469 1.359 -2.861
H -0.038 1.790 -3.326
C 3.123 -1.924 -0.567
C 1.978 -2.616 0.155
C 2.007 -2.607 1.678
O 1.043 -3.554 2.080
C 0.928 -3.692 3.477
N 0.731 -1.898 -0.223
H 4.073 -2.391 -0.300
H 3.138 -0.840 -0.445
H 2.975 -2.061 -1.642
H 1.938 -3.640 -0.225
H 1.747 -1.635 2.112
H 2.980 -2.954 2.056
H 1.950 -3.817 3.866
H 0.420 -4.610 3.765
H 0.461 -2.814 3.930
H 0.524 -2.144 -1.170
H -0.018 -2.308 0.337
C 1.374 0.520 3.711
C 1.714 1.162 2.369
O 0.470 1.425 1.692
H 0.769 1.196 4.314
H 2.281 0.260 4.266
H 0.850 -0.429 3.587
H 2.342 0.476 1.807
H 2.265 2.075 2.603
H 0.135 2.239 2.082
*
```

Energy (eV): -92787.4753
HOMO level (spin up / spin down) (eV): -4.631 / -9.458
Energy relative to the best compared isomer or geometry (same formula, charge and spin) (kJ/mol): 41.5
LUMO level (spin up / spin down) (eV): 0.0 / -0.2
F_max (Eh/bohr): 0.08827
Kohn-Sham gap (spin up / spin down) (eV): 4.61 / 9.26

These are the natural (NBO) partial charges, in e, on atoms 1 to 4: 0.756, 0.761, -0.307, -0.306


2.
Molecular formula: C12H28FIN2O4PS2
Method: DFT, the ωB97M-V functional and the def2-TZVPD basis

```
! wB97M-V def2-TZVPD RIJCOSX def2/J DEFGRID3
* xyz 1 1
C -2.365 -0.080 2.797
C -1.689 -1.154 1.905
O -0.450 -0.749 1.317
C -0.633 -0.179 0.005
C -0.224 -1.283 -1.009
C -1.400 -2.313 -1.252
C -1.262 -3.615 -0.423
C 0.019 -4.468 -0.712
I 0.686 -4.474 -2.763
O 0.258 -0.890 -2.299
S 0.120 0.669 -2.742
O -0.925 0.766 -3.790
O 1.414 1.071 -3.366
C -0.123 1.847 -1.361
P -1.922 2.501 -1.289
N -2.996 1.422 -1.750
C 0.274 1.137 -0.019
S 2.036 0.506 -0.042
C -0.032 1.945 1.274
C 0.435 3.419 1.293
C 1.820 3.724 0.679
F -0.477 4.305 0.723
H -3.267 -0.542 3.247
H -1.683 0.241 3.600
H -2.746 0.793 2.228
H -2.420 -1.549 1.175
H -1.446 -2.010 2.569
H -1.712 0.056 -0.077
H 0.574 -1.882 -0.525
H -1.486 -2.500 -2.337
H -2.347 -1.799 -0.981
H -2.132 -4.249 -0.697
H -1.320 -3.475 0.670
H 0.835 -4.061 -0.079
H -0.167 -5.479 -0.307
H 0.503 2.726 -1.604
H -1.929 3.637 -2.152
H -2.242 2.860 0.057
H -3.492 1.784 -2.560
H 1.954 -0.701 0.604
H -1.115 1.915 1.469
H 0.489 1.436 2.105
H 0.501 3.715 2.359
H 1.865 3.681 -0.420
H 2.086 4.761 0.969
H 2.589 3.089 1.157
N 5.109 -1.313 0.472
H 4.352 -0.685 0.180
H 5.799 -1.385 -0.281
H 5.557 -0.938 1.311
H 4.726 -2.239 0.673
*
```

Energy (eV): -65835.1685
HOMO level (eV): -10.815
Energy relative to the best compared isomer or geometry (same formula, charge and spin) (kJ/mol): 0.0
LUMO level (eV): -4.4
F_max (Eh/bohr): 0.14407
Kohn-Sham gap (eV): 6.45

These are the natural (NBO) partial charges, in e, on atoms 1 to 4: -0.642, -0.075, -0.578, 0.029


3.
Molecular formula: C12H28IN9O8
Method: DFT, the ωB97M-V functional and the def2-TZVPD basis

```
! wB97M-V def2-TZVPD RIJCOSX def2/J DEFGRID3
* xyz 0 1
C 2.028 -2.324 2.153
C 1.092 -1.211 1.672
C 0.095 -1.593 0.595
I 0.640 -3.241 -0.687
O -0.150 -0.351 -0.101
C -1.373 0.127 0.217
O -1.979 0.879 -0.373
O -1.730 -0.523 1.372
C -1.369 -1.865 0.988
N -1.726 -2.930 1.862
C -2.652 -3.871 1.229
C -2.196 -2.483 3.152
C -3.621 -2.034 3.350
O -1.464 -2.507 4.062
H 2.765 -2.578 1.406
H 2.548 -1.987 3.038
H 1.431 -3.208 2.352
H 0.579 -0.828 2.549
H 1.708 -0.401 1.311
H -1.863 -1.976 0.021
H -2.451 -3.961 0.173
H -2.550 -4.860 1.653
H -3.697 -3.580 1.343
H -4.275 -2.842 3.648
H -3.983 -1.540 2.453
H -3.615 -1.323 4.158
N 0.868 2.942 -0.715
C 0.927 4.296 -0.582
N -0.268 4.900 -0.292
O 1.961 4.927 -0.712
H 0.025 2.407 -0.611
H 1.728 2.467 -0.927
H -0.264 5.897 -0.187
H -1.129 4.399 -0.181
N 1.718 2.310 -4.696
C 2.992 2.000 -4.331
N 3.633 2.967 -3.607
O 3.527 0.942 -4.623
H 1.261 3.174 -4.473
H 1.218 1.625 -5.231
H 4.574 2.775 -3.318
H 3.214 3.843 -3.352
N -1.605 4.034 -7.539
C -1.368 4.188 -6.204
N -2.456 4.528 -5.453
O -0.261 4.034 -5.718
H -2.506 4.156 -7.961
H -0.824 3.784 -8.117
H -2.313 4.649 -4.468
H -3.374 4.660 -5.833
N 2.845 -4.766 6.278
C 1.964 -4.423 5.286
N 1.369 -3.204 5.435
O 1.733 -5.155 4.342
H 3.051 -4.180 7.065
H 3.300 -5.656 6.198
H 0.717 -2.920 4.725
H 1.550 -2.591 6.207
*
```

Energy (eV): -50792.9798
HOMO level (eV): -9.071
LUMO level (eV): 0.3
F_max (Eh/bohr): 0.12028
Kohn-Sham gap (eV): 9.38

These are the natural (NBO) partial charges, in e, on atoms 1 to 4: -0.614, -0.482, 0.196, 0.147


What did the first record say?
Molecular formula: C12H28F6N3O7S2Ti
Method: DFT, the ωB97M-V functional and the def2-TZVPD basis

```
! wB97M-V def2-TZVPD RIJCOSX def2/J DEFGRID3
* xyz 0 4
Ti -0.124 0.414 -0.415
C -1.526 -1.999 -3.331
F -1.718 -3.154 -2.696
F -0.236 -1.697 -3.216
F -1.856 -2.160 -4.591
S -2.624 -0.694 -2.531
O -2.177 0.520 -3.165
O -3.975 -1.119 -2.817
N -2.036 -0.610 -0.792
S -3.324 -1.024 -0.051
O -4.420 -0.103 -0.138
O -3.628 -2.438 -0.136
C -2.762 -0.871 1.761
F -1.575 -1.480 1.902
F -2.631 0.401 2.160
F -3.647 -1.446 2.547
C 1.417 3.899 -2.934
C 0.692 2.945 -1.954
C -0.626 3.578 -1.521
O -1.005 2.861 -0.349
C -2.374 3.125 -0.078
N 0.544 1.590 -2.509
H 0.856 3.964 -3.871
H 2.389 3.508 -3.243
H 1.554 4.859 -2.439
H 1.314 2.904 -1.050
H -1.295 3.467 -2.381
H -0.425 4.621 -1.276
H -3.063 2.600 -0.750
H -2.669 4.173 -0.184
H -2.677 2.798 0.916
H 1.469 1.359 -2.861
H -0.038 1.790 -3.326
C 3.123 -1.924 -0.567
C 1.978 -2.616 0.155
C 2.007 -2.607 1.678
O 1.043 -3.554 2.080
C 0.928 -3.692 3.477
N 0.731 -1.898 -0.223
H 4.073 -2.391 -0.300
H 3.138 -0.840 -0.445
H 2.975 -2.061 -1.642
H 1.938 -3.640 -0.225
H 1.747 -1.635 2.112
H 2.980 -2.954 2.056
H 1.950 -3.817 3.866
H 0.420 -4.610 3.765
H 0.461 -2.814 3.930
H 0.524 -2.144 -1.170
H -0.018 -2.308 0.337
C 1.374 0.520 3.711
C 1.714 1.162 2.369
O 0.470 1.425 1.692
H 0.769 1.196 4.314
H 2.281 0.260 4.266
H 0.850 -0.429 3.587
H 2.342 0.476 1.807
H 2.265 2.075 2.603
H 0.135 2.239 2.082
*
```

Energy (eV): -92787.4753
HOMO level (spin up / spin down) (eV): -4.631 / -9.458
Energy relative to the best compared isomer or geometry (same formula, charge and spin) (kJ/mol): 41.5
LUMO level (spin up / spin down) (eV): 0.0 / -0.2
F_max (Eh/bohr): 0.08827
Kohn-Sham gap (spin up / spin down) (eV): 4.61 / 9.26

These are the natural (NBO) partial charges, in e, on atoms 1 to 4: 0.756, 0.761, -0.307, -0.306


- Among the records above, which one has the lowest F_max?
  C12H28F6N3O7S2Ti


- What is the energy in the third record?
  -50792.9798 eV


What did the third record say?
Molecular formula: C12H28IN9O8
Method: DFT, the ωB97M-V functional and the def2-TZVPD basis

```
! wB97M-V def2-TZVPD RIJCOSX def2/J DEFGRID3
* xyz 0 1
C 2.028 -2.324 2.153
C 1.092 -1.211 1.672
C 0.095 -1.593 0.595
I 0.640 -3.241 -0.687
O -0.150 -0.351 -0.101
C -1.373 0.127 0.217
O -1.979 0.879 -0.373
O -1.730 -0.523 1.372
C -1.369 -1.865 0.988
N -1.726 -2.930 1.862
C -2.652 -3.871 1.229
C -2.196 -2.483 3.152
C -3.621 -2.034 3.350
O -1.464 -2.507 4.062
H 2.765 -2.578 1.406
H 2.548 -1.987 3.038
H 1.431 -3.208 2.352
H 0.579 -0.828 2.549
H 1.708 -0.401 1.311
H -1.863 -1.976 0.021
H -2.451 -3.961 0.173
H -2.550 -4.860 1.653
H -3.697 -3.580 1.343
H -4.275 -2.842 3.648
H -3.983 -1.540 2.453
H -3.615 -1.323 4.158
N 0.868 2.942 -0.715
C 0.927 4.296 -0.582
N -0.268 4.900 -0.292
O 1.961 4.927 -0.712
H 0.025 2.407 -0.611
H 1.728 2.467 -0.927
H -0.264 5.897 -0.187
H -1.129 4.399 -0.181
N 1.718 2.310 -4.696
C 2.992 2.000 -4.331
N 3.633 2.967 -3.607
O 3.527 0.942 -4.623
H 1.261 3.174 -4.473
H 1.218 1.625 -5.231
H 4.574 2.775 -3.318
H 3.214 3.843 -3.352
N -1.605 4.034 -7.539
C -1.368 4.188 -6.204
N -2.456 4.528 -5.453
O -0.261 4.034 -5.718
H -2.506 4.156 -7.961
H -0.824 3.784 -8.117
H -2.313 4.649 -4.468
H -3.374 4.660 -5.833
N 2.845 -4.766 6.278
C 1.964 -4.423 5.286
N 1.369 -3.204 5.435
O 1.733 -5.155 4.342
H 3.051 -4.180 7.065
H 3.300 -5.656 6.198
H 0.717 -2.920 4.725
H 1.550 -2.591 6.207
*
```

Energy (eV): -50792.9798
HOMO level (eV): -9.071
LUMO level (eV): 0.3
F_max (Eh/bohr): 0.12028
Kohn-Sham gap (eV): 9.38

These are the natural (NBO) partial charges, in e, on atoms 1 to 4: -0.614, -0.482, 0.196, 0.147